{
  "formula": "C15H41N5O5",
  "method": "the ωB97M-V functional and the def2-TZVPD basis",
  "multiplicity": 1,
  "charge": 2,
  "energy_ev": -33891.2185,
  "homo_ev": -12.91,
  "orbital_gap_ha": 0.2251,
  "largest_force_ev_per_a": 3.95,
  "species": ["N", "H", "H", "H", "H", "N", "H", "H", "H", "H", "C", "N", "C", "C", "C", "C", "O", "H", "H", "H", "H", "H", "H", "H", "H", "H", "H", "H", "H", "H", "H", "C", "C", "O", "O", "H", "H", "H", "C", "O", "N", "C", "C", "H", "H", "H", "H", "H", "H", "H", "C", "C", "O", "C", "H", "H", "H", "H", "H", "H", "C", "C", "N", "H", "H", "H"],
  "xyz": [[-13.841, 9.570, 20.537], [-12.940, 9.991, 20.359], [-13.694, 8.659, 20.947], [-14.432, 9.483, 19.722], [-14.455, 9.947, 21.244], [-9.925, 8.809, 21.901], [-10.317, 9.466, 21.241], [-10.586, 8.262, 22.432], [-9.348, 9.341, 22.537], [-9.268, 8.174, 21.470], [-12.647, 6.277, 17.155], [-11.306, 5.973, 17.918], [-10.213, 5.545, 16.922], [-10.903, 7.344, 18.495], [-11.620, 4.841, 18.937], [-10.546, 4.492, 20.016], [-9.387, 3.975, 19.340], [-13.308, 6.857, 17.799], [-13.301, 5.423, 16.979], [-12.333, 6.776, 16.238], [-10.045, 6.439, 16.322], [-10.614, 4.763, 16.278], [-9.378, 5.230, 17.548], [-10.094, 7.198, 19.211], [-11.785, 7.769, 18.975], [-10.564, 7.994, 17.689], [-11.790, 3.920, 18.380], [-12.548, 5.153, 19.418], [-10.889, 3.694, 20.675], [-10.244, 5.391, 20.553], [-8.825, 3.565, 20.001], [-13.132, 5.269, 22.858], [-12.871, 6.684, 22.293], [-13.383, 6.948, 21.160], [-12.173, 7.432, 23.051], [-12.875, 4.586, 22.048], [-14.211, 5.290, 23.010], [-12.581, 5.084, 23.780], [-11.395, 4.258, 26.655], [-10.802, 3.187, 26.843], [-12.620, 4.683, 27.009], [-13.118, 6.021, 26.649], [-13.537, 3.887, 27.877], [-10.911, 5.049, 26.062], [-13.432, 6.576, 27.533], [-14.047, 6.011, 26.079], [-12.409, 6.541, 26.006], [-14.550, 4.265, 27.739], [-13.464, 2.823, 27.648], [-13.257, 4.045, 28.918], [-14.303, 1.720, 24.559], [-15.693, 2.317, 24.338], [-15.775, 3.258, 23.560], [-16.881, 1.792, 25.081], [-13.563, 2.482, 24.312], [-14.126, 0.921, 23.839], [-14.145, 1.403, 25.590], [-17.070, 0.747, 24.835], [-17.723, 2.451, 24.866], [-16.649, 1.784, 26.146], [-14.153, 2.596, 20.893], [-14.485, 2.174, 19.473], [-14.699, 1.912, 18.396], [-14.823, 3.347, 21.312], [-13.099, 2.850, 20.773], [-14.268, 1.661, 21.441]],
  "nbo_charge": [-0.884, 0.427, 0.476, 0.446, 0.459, -0.863, 0.429, 0.494, 0.453, 0.439, -0.410, -0.210, -0.404, -0.407, -0.248, -0.077, -0.736, 0.219, 0.266, 0.233, 0.213, 0.248, 0.265, 0.207, 0.215, 0.240, 0.257, 0.253, 0.222, 0.151, 0.497, -0.724, 0.807, -0.836, -0.816, 0.202, 0.262, 0.231, 0.529, -0.613, -0.428, -0.411, -0.421, 0.081, 0.209, 0.195, 0.213, 0.205, 0.226, 0.217, -0.722, 0.614, -0.600, -0.723, 0.227, 0.238, 0.235, 0.252, 0.246, 0.239, -0.704, 0.275, -0.336, 0.287, 0.214, 0.263]
}

---

{
  "formula": "C18H23Cl2NO2PSZr",
  "method": "the ωB97M-V functional and the def2-TZVPD basis",
  "multiplicity": 1,
  "charge": 3,
  "energy_ev": -71044.4497,
  "relative_energy_kcal_mol": 44.6,
  "homo_ev": -17.51,
  "orbital_gap_ha": 0.1210,
  "largest_force_ev_per_a": 7.88,
  "species": ["C", "C", "H", "H", "H", "O", "Cl", "Zr", "P", "C", "C", "H", "H", "H", "C", "H", "H", "H", "H", "H", "H", "C", "O", "Cl", "N", "S", "C", "C", "C", "C", "C", "C", "C", "C", "C", "C", "C", "C", "H", "H", "H", "H", "H", "H", "H", "H", "H", "H", "H"],
  "xyz": [[-0.705, -3.475, -4.116], [-0.670, -2.434, -3.137], [-1.661, -3.616, -4.638], [-0.355, -4.425, -3.697], [0.066, -3.173, -4.830], [-1.347, -1.753, -2.406], [1.865, -3.076, -1.626], [0.891, -0.900, -1.459], [-0.022, 1.372, -2.647], [-1.546, 2.344, -2.463], [1.215, 2.732, -2.681], [0.655, 0.134, -4.619], [0.014, 1.769, -4.992], [-1.122, 0.426, -4.595], [-0.135, 0.861, -4.397], [2.217, 2.308, -2.538], [1.169, 3.217, -3.665], [-1.549, 3.171, -3.184], [-1.621, 2.777, -1.459], [1.006, 3.466, -1.889], [-2.436, 1.734, -2.640], [-1.376, -0.239, -0.809], [-2.489, -0.221, -0.500], [2.887, -0.075, -2.569], [1.350, 0.268, 0.387], [1.858, 0.026, 1.960], [1.020, 1.226, 2.993], [-0.350, 1.455, 2.854], [-0.985, 2.312, 3.767], [-0.260, 2.933, 4.778], [1.112, 2.745, 4.868], [1.774, 1.908, 3.972], [0.869, -1.457, 2.287], [-0.022, -1.597, 3.358], [-0.990, -2.600, 3.311], [-1.094, -3.446, 2.200], [-0.165, -3.357, 1.164], [0.869, -2.420, 1.283], [1.317, 1.291, 0.241], [-0.925, 0.945, 2.066], [-2.055, 2.476, 3.679], [-0.758, 3.581, 5.487], [1.694, 3.245, 5.626], [2.855, 1.729, 4.009], [0.034, -0.895, 4.180], [-1.689, -2.693, 4.139], [-1.887, -4.198, 2.138], [-0.214, -3.980, 0.261], [1.693, -2.424, 0.548]],
  "nbo_charge": [-0.814, 0.944, 0.384, 0.381, 0.351, -0.332, -0.235, 1.404, 0.857, -0.950, -0.916, 0.249, 0.294, 0.245, -0.939, 0.275, 0.278, 0.292, 0.267, 0.269, 0.254, 0.523, -0.361, -0.297, -1.180, 1.139, -0.307, -0.155, -0.209, -0.125, -0.179, -0.166, -0.117, -0.197, -0.151, -0.169, -0.194, -0.307, 0.424, 0.204, 0.249, 0.260, 0.262, 0.254, 0.261, 0.266, 0.260, 0.231, 0.223]
}